(1)
Formula: C12H30F2N3O8S2Sn
Source: OMol25
Level of theory: ωB97M-V/def2-TZVPD

Results
- HOMO-LUMO gap: 7.035 eV
- LUMO energy: -0.17979 Ha
- E: -2451.39957 Ha
- Strongest force on any atom: 7.7 eV/A
- ΔE to the lowest compared entry with this formula, charge and spin: 42.06 kcal per mole
- HOMO energy: -11.93 eV
- Molecular weight: 565.2 g mol⁻¹
- Total charge: +1

Last column: natural (NBO) charge in e.
Cartesian coordinates (Å):
Sn: -0.818 1.244 -0.049  1.630
N: 1.403 -0.167 1.105  -1.236
S: 2.858 0.086 0.725  2.456
O: 3.722 -1.011 0.366  -0.864
O: 3.435 1.302 1.193  -0.915
F: 2.531 0.515 -0.822  -0.554
S: 1.732 -1.088 2.595  2.422
O: 2.867 -0.681 3.371  -0.827
O: 1.319 -2.445 2.531  -0.857
F: 0.498 -0.379 3.336  -0.497
C: -1.875 1.512 3.602  -0.261
O: -0.779 1.914 2.778  -0.587
C: -0.180 3.156 3.001  -0.060
C: 1.027 3.067 2.057  -0.259
N: 0.468 3.279 0.715  -0.748
C: 1.567 3.321 -0.277  -0.289
C: 0.880 3.262 -1.653  -0.082
O: -0.108 2.277 -1.850  -0.684
C: -1.058 2.571 -2.880  -0.286
H: -2.211 0.493 3.422  0.213
H: -2.768 2.116 3.405  0.172
H: -1.699 1.642 4.671  0.200
H: 0.063 3.296 4.056  0.207
H: -0.878 3.946 2.705  0.164
H: 1.472 2.087 2.214  0.264
H: 1.705 3.875 2.344  0.213
H: 0.177 4.253 0.696  0.400
H: 2.243 2.476 -0.147  0.272
H: 2.196 4.211 -0.228  0.234
H: 1.600 3.187 -2.475  0.227
H: 0.362 4.220 -1.786  0.184
H: -1.877 1.857 -2.810  0.214
H: -0.507 2.296 -3.786  0.221
H: -1.456 3.559 -3.117  0.230
C: -3.852 -0.837 0.988  -0.249
O: -2.489 -1.123 0.737  -0.582
C: -2.270 -2.386 0.103  -0.078
C: -0.823 -2.672 0.060  -0.270
N: -0.126 -1.687 -0.804  -0.702
C: 0.931 -2.254 -1.676  -0.246
C: 0.373 -3.293 -2.659  -0.064
O: 1.457 -3.714 -3.483  -0.536
C: 1.226 -4.928 -4.191  -0.253
H: -4.230 -1.584 1.692  0.191
H: -4.452 -1.024 0.093  0.181
H: -3.915 0.187 1.350  0.185
H: -2.734 -2.476 -0.880  0.188
H: -2.552 -3.166 0.820  0.189
H: -0.680 -3.718 -0.212  0.219
H: -0.397 -2.612 1.061  0.223
H: 0.453 -1.234 -0.113  0.404
H: 1.859 -2.485 -1.148  0.217
H: 1.247 -1.373 -2.242  0.199
H: -0.423 -2.834 -3.252  0.165
H: -0.091 -4.145 -2.155  0.162
H: 2.134 -5.359 -4.613  0.202
H: 0.539 -4.876 -5.038  0.172
H: 0.901 -5.659 -3.446  0.167

Cartesian forces, eV/Å:
Sn 0.07 -0.94 1.64
N -0.80 -2.10 3.60
S 5.18 0.89 -5.63
O -1.05 0.16 2.03
O -0.05 -0.03 0.95
F -1.04 0.50 -0.30
S -2.69 0.97 1.94
O -0.68 -0.20 -1.54
O 0.56 0.31 -0.76
F 0.54 -0.39 -0.19
C -0.87 0.82 0.22
O -1.31 -1.72 -0.20
C 0.20 -0.26 -0.14
C -1.16 1.22 1.91
N 1.67 -0.12 -0.53
C -0.48 -1.54 -1.34
C 1.31 2.38 -0.75
O -0.62 0.08 1.13
C 0.39 -1.49 -2.37
H 0.76 -0.16 -0.27
H 0.08 0.30 -0.21
H 0.53 -0.11 -0.02
H 0.26 -0.07 -0.01
H 0.08 0.32 0.04
H 0.16 0.28 -0.41
H 0.38 -0.18 -0.35
H -0.97 -0.18 0.21
H -0.24 0.23 0.11
H -0.25 0.17 0.04
H 0.11 -0.08 0.22
H 0.10 0.05 -0.04
H -0.04 0.03 0.26
H -0.33 0.00 -0.19
H 0.40 0.42 1.33
C -0.02 -1.16 -0.25
O 0.54 0.49 -0.68
C -0.06 -0.62 1.56
C 0.84 0.57 -0.41
N 0.52 -0.57 0.56
C -0.43 1.05 -1.10
C 0.93 0.03 -0.09
O -0.18 0.06 -0.31
C 0.03 -0.50 0.66
H -0.08 0.39 0.46
H -0.01 0.54 -0.18
H -0.24 -0.09 0.05
H -0.28 0.15 0.08
H -1.19 -0.04 -0.32
H 0.06 0.11 -0.43
H -0.21 0.03 0.17
H 0.03 0.38 -0.11
H -0.29 -0.93 0.23
H 0.08 -0.22 -0.48
H -0.04 0.15 -0.12
H 0.21 -0.18 0.12
H 0.40 0.63 0.23
H -0.39 0.39 0.25
H -0.39 -0.23 -0.25

=====

(2)
Formula: C12H30F6KO6P
Source: OMol25
Level of theory: ωB97M-V/def2-TZVPD

Results
- HOMO-LUMO gap: 10.071 eV
- LUMO energy: -0.00446 Ha
- E: -2467.32556 Ha
- Strongest force on any atom: 1.8 eV/A
- HOMO energy: -10.19 eV
- Molecular weight: 454.4 g mol⁻¹
- Total charge: 0

Last column: natural (NBO) charge in e.
Cartesian coordinates (Å):
K: 0.100 0.446 0.092  0.899
P: -3.148 -0.986 -2.475  2.605
F: -4.344 -1.009 -1.382  -0.593
F: -4.052 -1.782 -3.556  -0.583
F: -3.688 0.413 -3.032  -0.585
F: -1.891 -0.952 -3.501  -0.598
F: -2.217 -0.183 -1.365  -0.629
F: -2.615 -2.403 -1.898  -0.599
C: -0.858 3.849 1.540  -0.247
O: -0.435 3.061 0.442  -0.573
C: -0.114 3.829 -0.724  -0.082
C: -0.332 2.955 -1.945  -0.091
O: 0.561 1.865 -2.010  -0.586
C: 0.365 1.006 -3.139  -0.255
H: -1.796 4.360 1.313  0.178
H: -0.082 4.550 1.863  0.169
H: -1.008 3.141 2.355  0.199
H: 0.881 4.270 -0.610  0.179
H: -0.832 4.656 -0.775  0.182
H: -0.300 3.590 -2.839  0.180
H: -1.384 2.647 -1.883  0.202
H: 1.242 1.099 -3.802  0.166
H: -0.445 1.356 -3.772  0.209
H: 0.381 -0.043 -2.862  0.202
C: 2.280 0.298 2.998  -0.249
O: 0.956 0.160 2.582  -0.565
C: 0.101 -0.288 3.620  -0.080
C: -1.140 -1.003 3.085  -0.081
O: -1.756 -0.173 2.116  -0.561
C: -2.847 -0.852 1.529  -0.264
H: 2.848 -0.647 3.035  0.162
H: 2.383 0.657 4.030  0.176
H: 2.843 0.955 2.337  0.194
H: -0.259 0.597 4.152  0.180
H: 0.582 -1.020 4.276  0.182
H: -1.832 -1.173 3.916  0.177
H: -0.874 -1.969 2.640  0.187
H: -3.544 -1.262 2.272  0.163
H: -2.534 -1.739 0.959  0.177
H: -3.388 -0.224 0.829  0.229
C: 3.346 -0.196 -1.712  -0.255
O: 2.450 -0.802 -0.792  -0.566
C: 2.805 -2.146 -0.556  -0.093
C: 1.980 -2.650 0.622  -0.070
O: 0.622 -2.360 0.462  -0.565
C: -0.054 -3.069 -0.570  -0.256
H: 4.310 0.021 -1.237  0.172
H: 2.926 0.746 -2.062  0.204
H: 3.488 -0.837 -2.588  0.178
H: 3.870 -2.234 -0.305  0.173
H: 2.624 -2.795 -1.423  0.174
H: 2.387 -2.155 1.503  0.186
H: 2.099 -3.738 0.703  0.174
H: 0.344 -4.094 -0.616  0.163
H: 0.092 -2.618 -1.552  0.186
H: -1.096 -3.125 -0.285  0.221

Cartesian forces, eV/Å:
K -0.36 -0.47 0.11
P -0.62 -0.59 -0.24
F 0.05 -0.05 -0.07
F 0.22 0.25 0.27
F 0.21 0.33 -0.09
F -0.11 0.07 0.03
F 0.33 0.04 -0.02
F 0.15 0.06 0.18
C 0.28 -0.58 0.18
O 0.23 0.19 -0.29
C -0.36 -0.23 0.48
C -0.57 0.69 -0.05
O -0.05 0.12 0.06
C 1.37 0.77 -0.95
H 0.03 0.12 0.03
H -0.07 0.16 -0.17
H -0.19 0.11 0.01
H 0.13 -0.20 -0.21
H 0.04 0.02 -0.25
H 0.41 -0.06 -0.06
H 0.10 -0.49 -0.01
H 0.05 0.18 0.21
H -0.57 -0.56 0.39
H -0.80 0.00 0.26
C 1.22 -0.27 0.76
O -0.05 -0.40 -0.08
C -1.10 -0.19 -0.15
C 0.53 0.53 -0.43
O -0.03 -0.19 0.14
C -0.63 -0.89 -0.35
H -0.38 -0.16 -0.29
H -0.33 0.40 -0.15
H -0.30 0.15 -0.13
H 0.27 -0.09 0.38
H 0.29 0.30 0.16
H 0.06 -0.07 0.10
H 0.04 0.02 -0.06
H 0.05 0.41 0.22
H 0.30 0.21 -0.05
H 0.15 0.28 0.13
C -0.04 0.20 -0.18
O 0.23 0.11 -0.31
C -0.09 -0.57 0.31
C 0.41 -0.12 -0.79
O -0.44 0.58 0.56
C 0.72 -0.70 0.27
H 0.01 -0.19 -0.04
H -0.14 -0.04 0.19
H 0.10 -0.01 0.08
H 0.01 0.05 -0.01
H -0.03 0.35 -0.22
H -0.55 -0.04 0.27
H 0.26 0.03 0.14
H -0.10 0.04 -0.03
H -0.24 0.18 0.02
H -0.13 0.20 -0.27

=====

(3)
Formula: C12H30IOP2Sc
Source: OMol25
Level of theory: ωB97M-V/def2-TZVPD

Results
- HOMO-LUMO gap: 6.850 eV
- LUMO energy: -0.29965 Ha
- E: -2291.00302 Ha
- Strongest force on any atom: 6.8 eV/A
- ΔE to the lowest compared entry with this formula, charge and spin: 0.00 kcal per mole
- HOMO energy: -15.00 eV
- Molecular weight: 424.2 g mol⁻¹
- Total charge: +2

Last column: natural (NBO) charge in e.
Cartesian coordinates (Å):
C: -0.100 -0.018 -5.077  -0.467
I: -0.124 -0.183 -2.753  0.069
H: 0.943 0.114 -5.360  0.247
H: -0.723 0.836 -5.344  0.247
H: -0.513 -0.963 -5.431  0.249
Sc: 0.093 0.029 0.004  1.406
P: 0.107 2.625 -0.164  0.719
C: -1.424 3.550 -0.543  -0.918
C: 0.790 3.600 1.232  -0.907
H: 0.879 4.649 0.921  0.262
H: 1.203 4.281 -1.591  0.266
H: 1.780 3.209 1.495  0.254
H: 2.196 2.800 -1.401  0.249
H: -2.169 3.383 0.246  0.257
H: 0.138 3.520 2.110  0.263
C: 1.178 3.182 -1.551  -0.918
H: -1.206 4.626 -0.614  0.269
H: 0.800 2.785 -2.502  0.241
H: -1.844 3.201 -1.495  0.249
P: 0.188 -2.635 0.187  0.716
C: -1.356 -3.585 -0.054  -0.919
C: 1.237 -3.365 -1.137  -0.919
H: 1.879 -3.107 1.878  0.255
H: 0.918 -4.560 1.478  0.263
H: 0.237 -3.285 2.533  0.261
C: 0.872 -3.481 1.663  -0.907
H: 2.248 -2.938 -1.073  0.248
H: 1.296 -4.456 -1.006  0.265
H: -1.157 -4.663 0.033  0.269
H: -1.787 -3.373 -1.039  0.250
H: 0.824 -3.128 -2.126  0.244
H: -2.085 -3.294 0.712  0.253
C: -2.133 -0.001 -0.235  0.463
O: -3.222 -0.045 -0.641  -0.337
C: -1.999 1.482 3.200  -0.603
C: -0.617 0.891 3.396  -0.237
C: -0.589 0.108 4.710  -0.606
C: -0.162 0.016 2.216  -0.921
H: -2.765 0.697 3.106  0.210
H: -2.061 2.132 2.315  0.183
H: -2.278 2.104 4.064  0.243
H: 0.101 1.715 3.481  0.200
H: -1.296 -0.734 4.689  0.207
H: 0.402 -0.304 4.931  0.217
H: -0.868 0.736 5.563  0.235
H: 0.864 -0.330 2.430  0.223
H: -0.801 -0.883 2.216  0.210

Cartesian forces, eV/Å:
C -0.09 0.03 0.04
I 0.08 -0.17 -2.43
H -0.05 -0.02 0.45
H 0.06 -0.10 0.46
H 0.04 0.08 0.47
Sc 1.00 -0.10 2.77
P 0.24 2.12 -0.32
C -0.41 -0.33 0.03
C 0.04 -0.43 0.12
H -0.03 -0.26 0.08
H 0.00 -0.33 0.03
H -0.17 0.18 0.02
H -0.13 0.18 -0.10
H 0.14 0.12 -0.19
H 0.16 0.05 -0.25
C 0.11 -0.24 -0.01
H 0.00 -0.38 0.03
H 0.09 0.21 0.24
H 0.06 0.14 0.19
P 0.34 -2.09 -0.47
C -0.36 0.35 0.04
C 0.14 0.21 0.01
H -0.15 -0.12 0.01
H -0.05 0.23 -0.05
H 0.12 -0.05 -0.10
C 0.07 0.57 0.21
H -0.17 -0.21 -0.08
H -0.03 0.38 -0.06
H 0.02 0.36 -0.04
H 0.06 -0.08 0.16
H 0.11 -0.15 0.25
H 0.06 -0.15 -0.13
C -6.43 -0.22 -2.27
O 5.02 0.25 2.25
C -0.43 0.27 -0.03
C 0.23 0.14 -0.16
C 0.11 -0.29 0.25
C -0.33 0.34 -0.74
H 0.18 0.14 0.00
H 0.03 -0.14 0.03
H 0.05 -0.23 -0.26
H -0.02 -0.02 0.06
H 0.10 0.17 -0.09
H -0.08 0.06 -0.10
H 0.03 -0.01 -0.22
H 0.20 -0.24 -0.14
H 0.03 -0.25 0.04

=====

(4)
Formula: C12H30N2NaO8P
Source: OMol25
Level of theory: ωB97M-V/def2-TZVPD

Results
- HOMO-LUMO gap: 3.030 eV
- LUMO energy: 0.14241 Ha
- E: -1690.33270 Ha
- Strongest force on any atom: 2.7 eV/A
- ΔE to the lowest compared entry with this formula, charge and spin: 12.20 kcal per mole
- HOMO energy: 0.84 eV
- Molecular weight: 384.3 g mol⁻¹
- Total charge: -2

Last column: natural (NBO) charge in e.
Cartesian coordinates (Å):
Na: -1.251 0.045 0.834  0.873
P: -3.842 0.279 -0.034  2.502
O: -2.795 1.474 0.140  -1.391
O: -5.253 0.826 -0.271  -1.267
O: -3.718 -0.661 1.185  -1.329
O: -3.242 -0.422 -1.332  -1.311
C: 4.284 1.804 -1.899  -0.251
O: 2.968 2.328 -1.990  -0.557
C: 2.220 1.999 -0.820  -0.063
C: 0.815 2.601 -0.907  -0.235
N: 0.047 2.102 0.234  -0.687
C: 0.232 2.889 1.442  -0.225
C: -0.696 2.472 2.563  -0.079
O: -0.563 1.130 2.993  -0.562
C: -1.573 0.859 3.950  -0.274
H: 4.193 0.756 -1.593  0.172
H: 4.861 2.473 -1.259  0.162
H: 4.733 1.725 -2.892  0.176
H: 2.767 2.406 0.042  0.142
H: 2.155 0.915 -0.688  0.177
H: 0.359 2.132 -1.780  0.223
H: 0.890 3.694 -0.884  0.159
H: -0.949 2.156 -0.029  0.459
H: 0.115 3.974 1.299  0.160
H: 1.259 2.711 1.790  0.161
H: -1.715 2.760 2.281  0.231
H: -0.392 3.147 3.384  0.134
H: -2.364 0.242 3.506  0.244
H: -1.889 1.691 4.577  0.170
H: -1.151 0.113 4.652  0.155
C: 2.097 -0.652 -4.115  -0.240
O: 1.146 -1.581 -3.716  -0.551
C: 0.629 -1.307 -2.423  -0.060
C: -0.371 -2.385 -2.021  -0.214
N: -1.043 -2.041 -0.810  -0.733
C: -1.494 -3.043 0.117  -0.260
C: -0.335 -3.605 0.956  -0.072
O: 0.210 -2.514 1.733  -0.554
C: -0.589 -2.222 2.852  -0.265
H: 3.000 -0.634 -3.500  0.150
H: 1.615 0.323 -4.259  0.173
H: 2.460 -0.841 -5.134  0.164
H: 0.107 -0.342 -2.456  0.185
H: 1.446 -1.303 -1.692  0.149
H: 0.273 -3.271 -1.886  0.148
H: -1.054 -2.648 -2.841  0.179
H: -1.909 -1.479 -1.052  0.477
H: -1.990 -3.907 -0.361  0.145
H: -2.190 -2.523 0.782  0.268
H: 0.475 -3.906 0.287  0.166
H: -0.592 -4.460 1.584  0.151
H: 0.028 -1.632 3.539  0.174
H: -1.010 -3.057 3.425  0.156
H: -1.414 -1.590 2.498  0.194

Cartesian forces, eV/Å:
Na -0.46 -0.28 -0.39
P 0.04 1.30 -2.33
O 0.58 0.52 1.04
O 0.31 -0.39 0.34
O 0.93 -0.57 0.86
O 0.03 -0.92 0.59
C -1.06 -0.17 -0.57
O 0.15 -0.22 -0.30
C 0.17 0.67 -0.03
C 0.69 -1.45 0.92
N -0.41 0.77 -0.26
C 0.72 -1.19 0.00
C 0.13 1.52 0.05
O -0.25 0.81 -0.20
C 0.37 -2.47 0.71
H 0.46 0.13 0.65
H 0.42 -0.46 0.27
H -0.08 0.52 -0.08
H -0.08 -0.06 0.14
H -0.09 -0.05 -0.11
H -0.15 0.72 -0.30
H -0.20 0.06 -0.59
H -0.59 -0.39 0.11
H -0.13 0.04 -0.07
H 0.04 0.21 0.03
H -0.17 -0.66 -0.07
H -0.20 -0.17 0.25
H -0.55 0.99 -0.29
H -0.15 0.34 -0.50
H 0.27 0.40 0.01
C -0.17 0.54 -1.17
O 0.30 -0.77 -0.22
C -0.81 0.28 -0.18
C 0.88 -1.15 -0.01
N -0.39 1.01 0.25
C 0.56 -0.93 0.14
C 0.23 1.53 -0.67
O 0.42 -1.64 0.39
C -0.15 1.30 -0.03
H -0.14 0.28 0.46
H 0.32 0.34 0.72
H -0.20 -0.69 0.09
H 0.16 0.09 0.24
H -0.04 0.22 0.09
H -0.27 -0.19 0.10
H -0.01 0.33 -0.14
H -0.35 0.66 -0.08
H -0.25 0.09 -0.01
H -0.44 -0.26 -0.21
H 0.08 -0.07 0.05
H -0.22 0.02 0.22
H -0.06 -0.02 -0.10
H 0.17 -0.35 -0.40
H -0.35 -0.22 0.58

=====

Q: HOMO-LUMO gap of number 3 (C12H30IOP2Sc)?
A: 6.850 eV

=====

Q: What is the formula in the third record?
A: C12H30IOP2Sc

=====

Q: The highest molecular weight belongs to which entry?
A: C12H30F2N3O8S2Sn